Entry 1:
A molecular structure, C37H60BIN9O2Rb, computed with the ωB97M-V functional and the def2-TZVPD basis.

Last column: Mulliken charge in e.
Element x y z (Å)
Rb1 -0.26 -2.30 -1.62  0.883
C1 3.18 -2.43 1.70  -1.435
C2 3.22 -1.04 1.05  0.080
C3 2.80 -1.11 -0.41  -0.400
C4 2.37 -0.05 1.79  0.236
C5 2.74 0.89 2.76  -1.143
C6 1.58 1.57 3.08  0.126
C7 1.58 2.66 4.13  0.081
C8 1.72 2.07 5.54  -1.414
C9 0.49 3.72 4.11  -1.090
N1 0.58 1.02 2.33  0.947
N2 1.08 0.04 1.54  -0.601
B1 -0.87 1.51 2.02  1.276
N3 -1.92 0.36 1.99  1.134
N4 -2.16 -0.31 0.83  -0.471
C10 -3.20 -1.10 1.04  -0.552
C11 -3.65 -0.97 2.37  -0.534
C12 -2.82 -0.02 2.93  -0.339
C13 -2.92 0.48 4.35  0.101
C14 -3.48 1.90 4.46  -1.395
C15 -1.61 0.32 5.11  -1.009
C16 -3.73 -1.94 -0.09  1.737
C17 -5.16 -2.42 0.18  -1.781
C18 -3.63 -1.17 -1.40  -0.686
N5 -0.92 2.31 0.69  0.697
N6 -0.43 1.80 -0.47  -0.658
C19 -0.59 2.74 -1.39  0.117
C20 -1.20 3.88 -0.84  -0.506
C21 -1.39 3.56 0.49  -0.062
C22 -2.05 4.42 1.54  1.913
C23 -1.43 5.81 1.59  -1.833
C24 -3.56 4.52 1.27  -1.711
C25 -0.22 2.48 -2.83  0.164
C26 1.13 1.79 -2.94  -1.160
C27 -1.30 1.67 -3.53  -1.087
H1 3.74 -3.15 1.11  0.366
H2 2.15 -2.77 1.76  0.246
H3 3.59 -2.40 2.71  0.409
H4 4.26 -0.67 1.09  0.340
H5 1.84 -1.61 -0.48  -0.905
H6 3.51 -1.67 -1.01  0.526
H7 2.68 -0.10 -0.82  0.315
H8 3.73 1.07 3.16  0.503
H9 2.52 3.20 3.93  0.750
H10 0.82 1.53 5.82  0.194
H11 1.88 2.86 6.27  0.425
H12 2.56 1.37 5.59  0.368
H13 -0.46 3.33 4.48  0.069
H14 0.32 4.11 3.11  -0.116
H15 0.79 4.55 4.76  0.488
H16 -1.19 2.24 2.90  -1.205
H17 -4.46 -1.48 2.86  0.390
H18 -3.66 -0.18 4.81  0.430
H19 -2.82 2.63 3.99  0.132
H20 -3.60 2.18 5.51  0.447
H21 -4.45 1.97 3.97  0.386
H22 -0.81 0.86 4.62  -0.208
H23 -1.31 -0.73 5.16  0.421
H24 -1.70 0.70 6.14  0.443
H25 -3.10 -2.84 -0.16  -0.265
H26 -5.84 -1.56 0.25  0.363
H27 -5.23 -2.98 1.11  0.346
H28 -5.50 -3.06 -0.63  0.459
H29 -4.40 -0.40 -1.47  0.327
H30 -3.73 -1.83 -2.27  0.372
H31 -2.67 -0.66 -1.43  -0.307
H32 -1.46 4.79 -1.35  0.454
H33 -1.92 3.94 2.50  -0.847
H34 -1.61 6.35 0.66  0.384
H35 -0.35 5.76 1.73  0.367
H36 -1.86 6.40 2.41  0.414
H37 -3.74 4.87 0.25  0.314
H38 -4.03 5.21 1.97  0.445
H39 -4.03 3.54 1.37  0.376
H40 -0.16 3.46 -3.32  0.265
H41 1.08 0.79 -2.50  -0.032
H42 1.92 2.34 -2.42  0.402
H43 1.41 1.67 -3.99  0.439
H44 -1.45 0.71 -3.04  -0.060
H45 -1.04 1.45 -4.57  0.408
H46 -2.26 2.20 -3.52  0.417
C28 2.34 -5.25 -3.68  -0.332
C29 1.97 -6.33 -2.64  -0.498
C30 2.40 -5.70 -1.30  -0.540
O1 2.64 -4.31 -1.57  -0.144
C31 3.20 -4.28 -2.87  0.152
H47 1.45 -4.73 -4.04  0.123
H48 2.87 -5.65 -4.54  0.377
H49 2.50 -7.26 -2.81  0.273
H50 0.91 -6.55 -2.63  0.266
H51 3.33 -6.16 -0.94  0.304
H52 1.65 -5.79 -0.52  0.281
H53 4.25 -4.63 -2.83  0.277
H54 3.18 -3.25 -3.24  -0.286
I1 -0.72 -8.16 0.30  -0.849
N7 -1.44 -1.93 -5.52  -0.801
C32 -1.24 -1.96 -4.37  -0.124
O2 -1.21 -4.53 -0.32  -0.101
C33 -0.83 -5.28 -1.08  -0.184
C34 4.50 0.18 -3.80  -0.868
C35 3.47 -0.28 -4.78  0.184
N8 2.70 -1.33 -4.64  0.046
C36 1.90 -1.37 -5.76  -0.446
C37 2.21 -0.34 -6.59  -0.697
N9 3.23 0.35 -5.96  0.007
H55 4.07 0.18 -2.80  -0.024
H56 4.84 1.19 -4.03  0.385
H57 5.36 -0.49 -3.80  0.288
H58 1.10 -2.08 -5.86  0.432
H59 1.80 -0.03 -7.53  0.421
H60 3.64 1.21 -6.26  0.197

Properties
Net charge = -2
HOMO level = -2.428 eV

=====

Entry 2:
8 unconnected molecules or ions with the total composition C37H60F7N2O17, computed with the ωB97M-V functional and the def2-TZVPD basis.

Last column: Mulliken charge in e.
Element x y z (Å)
O1 3.60 -0.56 2.61  -0.387
C1 4.44 0.25 2.53  0.427
O2 5.53 0.11 3.35  -0.497
C2 4.33 1.42 1.49  0.582
F1 3.24 1.22 0.71  -0.222
F2 5.42 1.29 0.66  -0.295
C3 4.41 2.84 2.10  0.681
F3 4.58 3.80 1.17  -0.269
F4 5.56 2.85 2.85  -0.298
C4 3.23 3.21 3.07  0.876
F5 3.46 4.50 3.45  -0.272
F6 3.32 2.48 4.23  -0.281
C5 1.80 3.21 2.42  -0.205
O3 1.48 4.19 1.86  -0.435
C6 0.78 2.06 2.43  0.456
C7 0.78 0.94 3.34  -0.384
N1 -0.13 -0.01 3.27  0.445
N2 -1.16 -0.14 2.46  -0.657
C8 -1.19 0.89 1.66  0.160
F7 -2.24 0.88 0.83  -0.170
C9 -0.32 2.01 1.52  -0.061
H1 6.28 0.45 2.81  0.374
H2 1.57 0.88 4.11  0.547
H3 -0.04 -0.78 3.95  0.312
H4 -0.52 2.79 0.75  0.580
O4 1.28 -1.98 1.70  -0.517
C10 1.55 -2.62 0.71  0.570
O5 0.69 -3.55 0.27  -0.359
C11 0.81 -4.23 -0.99  -0.428
C12 1.72 -5.43 -0.89  -0.668
C13 2.87 -2.46 0.01  -0.358
H5 1.13 -3.53 -1.77  0.374
H6 -0.19 -4.55 -1.25  0.313
H7 2.74 -5.15 -0.61  0.015
H8 1.76 -5.97 -1.84  0.364
H9 1.36 -6.11 -0.12  0.303
H10 3.61 -3.09 0.50  0.074
H11 3.18 -1.42 0.09  -0.062
H12 2.84 -2.69 -1.05  0.401
O6 -1.19 2.97 -1.31  -0.677
C14 -1.74 3.90 -1.86  0.802
O7 -1.04 5.00 -2.15  -0.357
C15 -1.54 6.06 -2.97  -0.518
C16 -2.35 7.05 -2.15  -0.419
C17 -3.22 3.88 -2.13  -0.877
H13 -2.10 5.67 -3.82  0.404
H14 -0.67 6.56 -3.38  0.317
H15 -3.23 6.58 -1.72  -0.116
H16 -2.68 7.88 -2.77  0.352
H17 -1.75 7.44 -1.33  0.277
H18 -3.76 4.21 -1.24  0.082
H19 -3.51 2.85 -2.36  0.401
H20 -3.52 4.48 -2.99  0.332
O8 -7.18 0.05 -2.07  -0.592
C18 -6.77 -0.01 -0.94  0.713
O9 -5.60 -0.62 -0.68  -0.384
C19 -4.93 -0.56 0.58  0.021
C20 -5.44 -1.64 1.52  -1.067
C21 -7.59 0.52 0.21  -0.610
H21 -5.00 0.44 1.01  0.191
H22 -3.87 -0.74 0.37  0.193
H23 -6.50 -1.51 1.74  0.276
H24 -4.88 -1.62 2.46  0.338
H25 -5.33 -2.62 1.06  0.345
H26 -8.29 -0.25 0.53  0.140
H27 -8.15 1.39 -0.14  0.137
H28 -7.00 0.85 1.06  0.322
O10 -10.99 -1.77 2.18  -0.567
C22 -11.22 -2.12 1.05  0.792
O11 -11.45 -1.21 0.10  -0.368
C23 -11.53 -1.50 -1.31  -0.314
C24 -12.93 -1.93 -1.70  -1.053
C25 -11.33 -3.59 0.71  -0.991
H29 -10.77 -2.23 -1.60  0.337
H30 -11.28 -0.57 -1.82  0.323
H31 -13.22 -2.85 -1.19  0.274
H32 -12.99 -2.09 -2.78  0.364
H33 -13.65 -1.16 -1.42  0.309
H34 -12.35 -3.92 0.91  0.252
H35 -10.64 -4.15 1.33  0.314
H36 -11.07 -3.82 -0.33  0.339
O12 5.22 -3.79 -0.76  -0.591
C26 6.25 -4.01 -0.18  0.843
O13 7.08 -3.00 0.10  -0.374
C27 8.23 -3.12 0.96  -0.544
C28 9.44 -3.61 0.20  -0.822
C29 6.67 -5.42 0.15  -1.114
H37 8.00 -3.75 1.83  0.383
H38 8.42 -2.12 1.35  0.308
H39 9.29 -4.60 -0.22  0.281
H40 10.32 -3.64 0.84  0.357
H41 9.65 -2.94 -0.64  0.276
H42 7.17 -5.85 -0.71  0.311
H43 5.77 -6.00 0.37  0.283
H44 7.31 -5.50 1.02  0.372
O14 11.78 -4.84 -0.31  -0.570
C30 12.62 -4.20 -0.89  0.825
O15 12.57 -4.10 -2.23  -0.355
C31 13.39 -3.20 -3.00  -0.387
C32 14.73 -3.82 -3.32  -0.969
C33 13.77 -3.58 -0.15  -1.069
H45 13.48 -2.23 -2.50  0.348
H46 12.84 -3.02 -3.92  0.309
H47 15.30 -4.03 -2.41  0.274
H48 15.32 -3.15 -3.95  0.355
H49 14.60 -4.77 -3.84  0.303
H50 14.56 -4.32 -0.03  0.271
H51 13.42 -3.27 0.84  0.301
H52 14.17 -2.69 -0.62  0.366
O16 -5.09 7.59 -1.11  -0.532
C34 -5.99 7.05 -0.53  0.833
O17 -5.98 5.71 -0.37  -0.356
C35 -6.89 4.99 0.46  -0.273
C36 -8.17 4.66 -0.28  -1.049
C37 -7.19 7.83 -0.06  -1.222
H53 -7.07 5.53 1.40  0.344
H54 -6.38 4.06 0.73  0.240
H55 -8.70 5.56 -0.58  0.336
H56 -8.83 4.06 0.35  0.344
H57 -7.95 4.10 -1.19  0.308
H58 -7.90 7.93 -0.88  0.289
H59 -6.86 8.82 0.25  0.342
H60 -7.69 7.39 0.81  0.362

Properties
Net charge = +1
Energy relative to the best compared isomer or geometry (same formula, charge and spin) = 0.0 kJ/mol
HOMO level = -11.482 eV

=====

Entry 3:
A molecular structure, C37H61BaN6Si2, computed with the ωB97M-V functional and the def2-TZVPD basis.

Last column: Mulliken charge in e.
Element x y z (Å)
Ba1 -0.17 -0.06 0.28  0.091
N1 -2.03 2.22 -0.31  0.203
C1 -2.03 3.18 0.74  -1.351
C2 -2.08 2.69 2.14  -0.035
N2 -1.00 1.73 2.47  0.756
C3 0.13 2.27 3.26  -1.028
C4 1.49 2.16 2.58  0.227
N3 1.81 0.77 2.21  -0.207
H1 -1.71 2.63 -1.18  0.161
H2 -2.95 1.81 -0.48  0.152
H3 -2.18 4.22 0.50  0.181
H4 -0.02 3.54 0.05  -0.419
H5 -3.03 2.17 2.33  0.277
H6 -2.06 3.55 2.81  0.432
H7 -1.43 1.01 3.04  -0.590
H8 0.15 1.74 4.22  0.386
H9 -0.04 3.32 3.48  0.422
H10 2.23 2.59 3.27  0.438
H11 1.50 2.77 1.67  -0.238
H12 2.00 0.21 3.03  0.152
H13 2.67 0.78 1.66  0.122
C5 -4.26 -0.68 1.60  -1.454
C6 -3.70 -0.45 2.98  1.545
C7 -4.40 0.27 3.93  -0.681
C8 -3.87 0.51 5.19  -0.906
C9 -2.62 0.01 5.50  -0.825
C10 -1.89 -0.73 4.58  1.863
C11 -0.51 -1.23 4.91  -1.282
C12 -2.43 -0.97 3.30  -1.888
N4 -1.69 -1.62 2.31  1.246
C13 -1.44 -2.93 2.43  0.327
C14 -2.13 -3.79 3.47  -2.001
C15 -0.56 -3.56 1.52  0.148
C16 -0.33 -5.04 1.66  -2.272
N5 0.05 -2.82 0.60  0.940
C17 0.76 -3.45 -0.44  -0.952
C18 0.10 -4.17 -1.45  2.227
C19 -1.39 -4.41 -1.41  -2.144
C20 0.83 -4.67 -2.52  -0.695
C21 2.20 -4.49 -2.60  -1.040
C22 2.85 -3.78 -1.61  -0.519
C23 2.15 -3.25 -0.53  1.078
C24 2.86 -2.42 0.50  -0.982
H14 -5.22 -0.18 1.49  0.440
H15 -4.38 -1.74 1.40  0.313
H16 -3.58 -0.31 0.83  0.231
H17 -5.38 0.67 3.68  0.385
H18 -4.43 1.08 5.92  0.381
H19 -2.18 0.20 6.48  0.442
H20 -0.11 -0.71 5.78  0.494
H21 0.16 -1.08 4.06  0.072
H22 -0.50 -2.30 5.13  0.294
H23 -2.84 -3.21 4.05  0.471
H24 -1.41 -4.24 4.17  0.329
H25 -2.67 -4.61 3.00  0.441
H26 -0.01 -5.30 2.67  0.495
H27 0.44 -5.38 0.97  0.454
H28 -1.24 -5.62 1.45  0.332
H29 -1.89 -3.67 -0.78  0.170
H30 -1.62 -5.40 -1.01  0.390
H31 -1.81 -4.35 -2.41  0.486
H32 0.31 -5.21 -3.31  0.428
H33 2.76 -4.88 -3.45  0.397
H34 3.92 -3.61 -1.67  0.335
H35 3.93 -2.64 0.51  0.484
H36 2.45 -2.57 1.50  0.246
H37 2.75 -1.35 0.25  -0.172
N6 0.98 3.63 -0.08  -0.370
C25 1.18 4.50 -1.08  0.063
C26 0.15 5.13 -1.85  -0.114
C27 0.42 6.00 -2.88  -0.502
C28 1.73 6.33 -3.23  -0.628
C29 2.76 5.73 -2.50  -0.427
C30 2.51 4.86 -1.47  -0.180
H38 -0.89 4.90 -1.60  0.149
H39 -0.41 6.44 -3.43  0.328
H40 1.94 7.01 -4.05  0.354
H41 3.79 5.96 -2.76  0.366
H42 3.33 4.40 -0.92  0.250
C31 -0.80 1.53 -3.93  -0.786
Si1 -0.31 -0.18 -3.30  0.656
C32 -1.87 -0.79 -2.36  -0.766
C33 -0.28 -1.34 -4.80  -1.144
C34 1.14 -0.22 -2.25  0.685
Si2 2.68 0.72 -2.51  -0.437
C35 3.46 1.38 -0.91  -0.237
C36 4.03 -0.42 -3.22  -1.074
C37 2.54 2.21 -3.64  -0.732
H43 -1.84 1.54 -4.28  0.377
H44 -0.17 1.85 -4.76  0.359
H45 -0.69 2.29 -3.15  -0.129
H46 -2.66 -1.04 -3.08  0.475
H47 -2.30 -0.04 -1.68  0.018
H48 -1.69 -1.70 -1.77  0.164
H49 -1.24 -1.35 -5.34  0.303
H50 -0.06 -2.36 -4.47  0.240
H51 0.50 -1.04 -5.50  0.280
H52 1.41 -1.28 -2.10  -0.515
H53 3.80 0.55 -0.28  0.529
H54 2.75 2.02 -0.38  -0.615
H55 4.34 1.99 -1.13  0.389
H56 4.29 -1.19 -2.48  0.199
H57 4.95 0.14 -3.45  0.344
H58 3.69 -0.93 -4.12  0.268
H59 1.84 2.95 -3.24  0.014
H60 2.21 1.93 -4.65  0.325
H61 3.51 2.71 -3.73  0.320

Properties
Net charge = -1
Energy relative to the best compared isomer or geometry (same formula, charge and spin) = 38.8 kJ/mol
HOMO level (spin up / spin down) = -3.065 / -3.048 eV

=====

Entry 4:
3 unconnected molecules or ions with the total composition C37H61BrF4N3O10, computed with the ωB97M-V functional and the def2-TZVPD basis.

Last column: Mulliken charge in e.
Element x y z (Å)
C1 -2.65 -1.17 2.84  -1.039
C2 -2.64 -1.71 1.33  0.441
C3 -3.18 -0.86 0.16  -0.963
C4 -3.17 -1.49 -1.29  -0.772
C5 -2.65 -2.94 -1.57  0.403
C6 -2.71 -3.51 -3.06  0.701
C7 -3.50 -2.57 -4.11  -1.497
C8 -1.28 -3.84 -3.72  -0.626
C9 -2.07 -3.80 -0.38  0.521
O1 -1.57 -5.09 -0.73  -0.183
C10 -1.14 -5.85 0.41  -1.048
N1 0.17 -5.36 0.98  0.818
C11 0.53 -5.20 2.41  -0.134
C12 -0.50 -5.58 3.58  -0.692
C13 0.17 -6.16 4.91  -0.426
C14 0.64 -7.69 4.83  0.466
N2 1.27 -8.33 3.67  -0.553
O2 0.48 -8.39 5.87  -0.596
C15 1.95 -4.62 2.42  0.647
C16 2.81 -4.22 3.70  -1.218
C17 3.99 -5.29 4.03  0.192
O3 3.49 -6.57 4.48  -0.446
C18 4.98 -4.73 5.19  0.539
F1 5.96 -5.70 5.57  -0.226
F2 4.24 -4.30 6.33  -0.238
F3 5.72 -3.59 4.75  -0.250
N3 2.40 -4.45 1.02  0.389
C19 3.69 -3.89 0.53  -0.965
C20 3.55 -2.55 -0.36  0.045
C21 4.89 -1.65 -0.13  -1.196
Br1 1.90 -1.49 0.01  -0.100
C22 1.30 -4.90 0.17  -0.537
C23 1.41 -4.84 -1.43  0.387
C24 1.14 -6.34 -2.02  0.433
O4 0.86 -6.54 -3.21  -0.466
F4 1.25 -7.48 -1.15  -0.247
C25 -2.09 -3.17 1.03  -0.020
H1 -3.22 -1.95 3.48  0.302
H2 -1.61 -1.07 3.31  0.251
H3 -3.17 -0.14 2.92  0.316
H4 -3.57 0.18 0.40  0.384
H5 -3.58 -0.79 -2.11  0.217
H6 -3.29 -4.52 -3.04  0.266
H7 -4.56 -2.28 -3.76  0.366
H8 -2.94 -1.57 -4.25  0.307
H9 -3.58 -3.07 -5.15  0.376
H10 -0.98 -4.90 -3.34  0.031
H11 -1.44 -3.88 -4.86  0.428
H12 -0.45 -3.11 -3.43  0.112
H13 -1.96 -5.86 1.23  0.583
H14 -0.96 -6.93 0.07  0.209
H15 -1.22 -4.71 3.85  0.362
H16 -1.19 -6.40 3.15  0.375
H17 -0.65 -6.12 5.73  0.388
H18 1.05 -5.55 5.33  0.116
H19 1.63 -7.58 3.05  0.271
H20 2.14 -8.77 4.05  0.345
H21 2.19 -3.95 4.62  0.583
H22 3.38 -3.25 3.41  0.468
H23 4.68 -5.41 3.10  0.222
H24 3.61 -6.60 5.46  0.399
H25 4.16 -4.70 -0.15  0.328
H26 4.40 -3.77 1.42  0.357
H27 3.53 -2.77 -1.50  0.360
H28 5.04 -1.39 0.97  0.338
H29 5.75 -2.28 -0.57  0.352
H30 4.78 -0.73 -0.81  0.371
H31 0.59 -4.14 -1.83  -0.545
H32 2.45 -4.56 -1.80  0.390
H33 -1.72 -3.75 1.94  -0.171
C26 -1.09 2.72 -0.21  -0.683
O5 -1.49 3.57 0.85  -0.249
C27 -0.71 4.75 0.97  -0.582
C28 -1.59 5.99 1.18  -0.390
O6 -2.38 6.39 0.07  -0.438
C29 -3.42 5.49 -0.35  -0.122
C30 -4.57 5.32 0.64  -0.743
O7 -4.16 4.63 1.81  -0.208
C31 -4.59 5.25 3.01  -0.894
H34 -0.30 2.06 0.13  0.321
H35 -1.96 2.12 -0.50  0.136
H36 -0.76 3.29 -1.09  0.322
H37 -0.07 4.91 0.09  0.338
H38 -0.06 4.62 1.85  0.387
H39 -0.92 6.83 1.38  0.467
H40 -2.20 5.89 2.08  0.131
H41 -3.00 4.54 -0.66  0.059
H42 -3.83 5.94 -1.26  0.485
H43 -5.35 4.70 0.16  0.373
H44 -5.01 6.29 0.87  0.365
H45 -4.54 6.34 2.95  0.417
H46 -3.93 4.92 3.82  0.234
H47 -5.61 4.93 3.25  0.293
C32 -1.56 6.85 -2.99  -0.803
O8 -0.37 6.76 -3.74  -0.272
C33 -0.47 7.27 -5.07  -0.564
C34 0.72 8.15 -5.42  -0.272
O9 0.80 9.40 -4.74  -0.469
C35 1.02 9.36 -3.33  -0.163
C36 2.39 8.84 -2.88  -0.526
O10 2.53 7.45 -3.15  -0.237
C37 3.76 7.12 -3.78  -0.878
H48 -2.19 5.96 -3.18  0.329
H49 -1.30 6.87 -1.93  0.180
H50 -2.13 7.76 -3.21  0.416
H51 -1.40 7.83 -5.21  0.326
H52 -0.49 6.40 -5.74  0.376
H53 0.62 8.41 -6.48  0.434
H54 1.66 7.61 -5.34  0.056
H55 0.21 8.84 -2.82  -0.041
H56 0.95 10.41 -3.00  0.425
H57 2.48 8.96 -1.80  0.374
H58 3.18 9.42 -3.36  0.353
H59 4.06 7.86 -4.52  0.416
H60 3.62 6.16 -4.30  0.228
H61 4.54 6.99 -3.02  0.291

Properties
Net charge = +1
HOMO level = -10.105 eV

=====

Max |F|, record by record: 0.0146 0.0526 0.0053 0.1084 hartree/bohr